w | ORCA calculation (wB97M-V/def2-TZVPD) on one molecule with the formula C6H11N3OS.

The frontier orbital gap comes out at 8.14 eV. The SMILES is CN(C)N/C=N\C(=O)CC=S. The calculation puts the molar mass at 173.24 g mol⁻¹.

```
! RIJCOSX wB97M-V def2-TZVPD def2/J DEFGRID3
* xyz 0 1
C -1.73538 -1.18481 -1.97291
N -0.50726 -0.58429 -2.05389
C 0.49293 -1.23423 -2.77808
N -0.10290 -0.25330 -0.79052
C 0.99174 0.33656 -0.41128
N 1.31795 0.63462 0.81922
C 0.58571 0.15509 1.91841
O -0.24499 -0.73092 1.84877
C 0.84276 1.07724 3.12488
C -0.06407 2.21865 3.16943
S -0.19071 3.39384 2.09055
H -2.17410 -1.33933 -2.96329
H -1.76514 -2.21219 -1.44439
H -2.45391 -0.47035 -1.26878
H 1.42307 -0.60095 -2.76128
H 0.74237 -2.26157 -2.46271
H 0.20643 -1.37814 -3.79747
H -0.76474 -0.34263 -0.02974
H 1.74907 0.54050 -1.05971
H 0.78141 0.62700 4.06529
H 1.82002 1.40761 2.87412
H -0.95025 2.20160 3.88336
*
```

x | ORCA calculation (wB97M-V/def2-TZVPD) on a 2-piece molecular cluster, C6H11N3OS overall.

The frontier orbital gap (alpha / beta) comes out at 8.43 / 8.43 eV. The calculation puts the molar mass at 173.24 g mol⁻¹.

```
! RIJCOSX wB97M-V def2-TZVPD def2/J DEFGRID3
* xyz 0 1
C 2.28061 0.84288 -1.32091
C 1.66560 0.12001 -0.28410
C -2.71013 1.31704 -0.11954
C -1.64983 0.46507 0.46775
C -1.32380 -0.77440 -0.36064
C -0.04409 -1.55984 0.20650
N 3.25928 1.55704 -0.79720
N 2.20386 0.47498 0.89791
N 3.11463 1.31415 0.55048
O 0.05412 -1.62305 1.54117
S 0.37339 -2.90107 -0.89422
H 1.96606 0.69572 -2.42245
H -3.46864 1.58417 0.67179
H -2.32535 2.31530 -0.43921
H -3.16867 0.73741 -0.94611
H -0.68285 1.09474 0.64048
H -1.80463 0.08770 1.42086
H -0.92134 -0.52304 -1.45999
H -2.19048 -1.44927 -0.42797
H 3.52199 1.97182 1.21749
H 0.68193 -2.30863 1.82384
H 1.16834 -3.43874 0.03404
*
```

Q: Which of them is the most stable? A: w.

w | ORCA calculation (wB97M-V/def2-TZVPD) on a 2-piece molecular cluster, C4H12O3 overall.

The frontier orbital gap comes out at 10.52 eV. The SMILES is OCCCCO.O. The calculation puts the molar mass at 108.14 g mol⁻¹.

```
! RIJCOSX wB97M-V def2-TZVPD def2/J DEFGRID3
* xyz 0 1
O -2.03777 -1.44434 1.46183
C -0.85907 -0.85173 0.92827
C -1.36878 -0.06577 -0.28815
C -0.16951 0.75244 -0.79753
C 0.96552 0.08342 -1.56600
O 0.44214 -0.94322 -2.46231
H -1.94387 -2.24769 1.97827
H -0.07619 -1.56584 0.56139
H -0.37184 -0.06357 1.55879
H -1.90099 -0.72604 -0.95378
H -2.17861 0.59961 0.03900
H -0.66335 1.52773 -1.38355
H 0.20474 1.43155 0.00006
H 1.38348 0.82941 -2.28656
H 1.69439 -0.40143 -0.90366
H 0.49008 -1.80589 -2.06685
O 1.83536 1.33798 1.93024
H 2.09430 2.19575 1.61754
H 2.45997 1.35765 2.63299
*
```

x | ORCA calculation (wB97M-V/def2-TZVPD) on a 2-piece molecular cluster, C4H12O3 overall.

The frontier orbital gap comes out at 10.61 eV. The SMILES is C[C@H](O)CCO.O. The calculation puts the molar mass at 108.14 g mol⁻¹.

```
! RIJCOSX wB97M-V def2-TZVPD def2/J DEFGRID3
* xyz 0 1
C 0.62340 0.51334 -1.77595
C -0.23719 -0.00891 -0.62333
O -1.47883 0.70950 -0.63041
C 0.43213 -0.27784 0.71696
C 1.41680 -1.40732 0.68406
O 0.77441 -2.62088 0.34876
H 0.34963 -0.02576 -2.67733
H 1.63177 0.17122 -1.59133
H 0.49313 1.57658 -1.90989
H -0.55525 -1.00969 -0.96233
H -1.99687 0.43492 0.14016
H 0.91121 0.65198 1.03858
H -0.38376 -0.42756 1.43266
H 2.24237 -1.17030 0.00684
H 1.89014 -1.52265 1.64715
H 1.26064 -3.05041 -0.35789
O -2.16996 2.47722 1.75874
H -2.09740 2.39334 0.79734
H -3.10638 2.59323 1.95723
*
```

y | ORCA calculation (wB97M-V/def2-TZVPD) on a 2-piece molecular cluster, C4H12O3 overall.

The frontier orbital gap comes out at 11.00 eV. The SMILES is C[C@@H](O)CCO.O. The calculation puts the molar mass at 108.14 g mol⁻¹.

```
! RIJCOSX wB97M-V def2-TZVPD def2/J DEFGRID3
* xyz 0 1
C -0.77102 -2.24644 0.99237
C 0.09004 -1.04325 1.34540
O 1.48670 -1.29125 0.92863
C -0.41107 0.21942 0.66083
C 0.59749 1.24504 0.12244
O 0.00101 2.50301 -0.31351
H -0.61977 -3.08344 1.68450
H -1.80735 -1.93931 0.98392
H -0.70490 -2.63039 -0.02603
H 0.20147 -1.08053 2.43082
H 1.45129 -1.90880 0.19074
H -0.91827 0.76331 1.45684
H -1.09363 -0.04396 -0.19990
H 1.14747 0.74213 -0.65765
H 1.22730 1.57373 0.96162
H 0.47523 2.71768 -1.12149
O -0.93351 0.56040 -2.99373
H -0.30133 1.26362 -3.16314
H -0.61474 0.18915 -2.16198
*
```

Q: Which of them is the most stable? A: x.

w | ORCA calculation (wB97M-V/def2-TZVPD) on a 4-piece molecular cluster, C4H12O3 overall.

The frontier orbital gap comes out at 4.31 eV. The calculation puts the molar mass at 108.14 g mol⁻¹.

```
! RIJCOSX wB97M-V def2-TZVPD def2/J DEFGRID3
* xyz 0 1
C -0.42694 -0.37144 -1.51347
C 0.53614 -2.50548 1.35719
O -1.00228 0.86995 1.69059
C 0.58611 -1.51628 0.42376
C -0.09259 -1.58083 -0.79068
H -1.51152 -0.44568 -1.62119
H -0.14754 0.46504 -0.86458
H 0.03847 -0.22997 -2.48370
H 1.20678 -2.42131 2.19329
H -0.23150 -3.24595 1.17590
H -1.85272 0.78670 2.12574
H 1.22290 -0.64350 0.53609
H -0.58315 -2.50468 -1.12082
H 2.40563 2.16788 -0.59272
H 0.85278 2.34573 -0.19764
O 1.59959 1.66686 -0.41139
H -0.96733 2.79371 -0.91127
H -0.97748 1.63401 1.00740
O -0.65535 2.73523 -0.00250
*
```

x | ORCA calculation (wB97M-V/def2-TZVPD) on a 3-piece molecular cluster, C4H12O3 overall.

The frontier orbital gap comes out at 9.42 eV. The SMILES is C/C=C(/C)O.O.O. The calculation puts the molar mass at 108.14 g mol⁻¹.

```
! RIJCOSX wB97M-V def2-TZVPD def2/J DEFGRID3
* xyz 0 1
C -0.93418 -1.57343 1.96827
C 0.21753 -1.44726 1.00824
C 0.24047 -0.79532 -0.14378
C 1.30883 -0.88306 -1.18399
O -0.82281 0.02018 -0.48109
H -1.41214 -2.54529 1.90036
H -0.60390 -1.30053 2.96715
H -1.65379 -0.78973 1.76309
H 1.00449 -2.17359 1.17973
H 1.65589 0.07365 -1.53616
H 2.12610 -1.51072 -0.84163
H 0.86137 -1.37408 -2.05975
H -0.64683 0.47483 -1.31650
O 0.68218 2.35653 0.39339
H 0.18975 1.53100 0.52412
H 1.53719 2.19800 0.80641
O -1.39999 2.38780 -1.95781
H -1.73833 2.40862 -1.05589
H -0.61183 2.94239 -1.93414
*
```

y | ORCA calculation (wB97M-V/def2-TZVPD) on a 2-piece molecular cluster, C4H12O3 overall.

The frontier orbital gap comes out at 10.47 eV. The SMILES is OCCCCO.O. The calculation puts the molar mass at 108.14 g mol⁻¹.

```
! RIJCOSX wB97M-V def2-TZVPD def2/J DEFGRID3
* xyz 0 1
O -1.97339 -1.41503 -0.02713
C -1.50010 -1.17758 1.30181
C 0.03159 -0.87278 1.65422
C 0.37434 0.56322 1.02747
C 1.55675 0.68032 0.19050
O 1.42824 1.58885 -0.86233
H -1.50180 -0.90771 -0.71903
H -1.74856 -2.02381 1.96669
H -2.11106 -0.27809 1.77693
H 0.57658 -1.61919 1.03592
H 0.31298 -0.88384 2.73934
H -0.37459 0.77895 0.29154
H 0.35053 1.26120 1.88327
H 2.47034 0.85377 0.76178
H 1.68702 -0.26680 -0.32095
H 1.45840 1.20848 -1.78917
O -0.07367 1.09650 -3.80355
H 0.04523 0.21300 -3.46100
H -1.00884 1.20055 -3.64632
*
```

z | ORCA calculation (wB97M-V/def2-TZVPD) on a 2-piece molecular cluster, C4H12O3 overall.

The frontier orbital gap comes out at 11.07 eV. The SMILES is OCCCCO.O. The calculation puts the molar mass at 108.14 g mol⁻¹.

```
! RIJCOSX wB97M-V def2-TZVPD def2/J DEFGRID3
* xyz 0 1
O 1.08452 -0.32591 1.53003
C 0.80461 0.67344 0.51766
C -0.52326 0.31786 -0.13673
C -1.27247 1.51581 -0.75214
C -2.59255 1.81927 -0.05878
O -3.40994 0.67969 0.15260
H 1.59440 0.08111 2.23850
H 0.70880 1.67400 0.94592
H 1.64944 0.62797 -0.14871
H -1.14752 -0.11431 0.65409
H -0.37620 -0.48006 -0.86797
H -1.33010 1.44089 -1.83694
H -0.65777 2.40513 -0.58679
H -3.11970 2.56399 -0.65833
H -2.39234 2.28263 0.88845
H -3.84933 0.50610 -0.68954
O 4.60187 -5.13679 -0.58263
H 4.72405 -5.64606 0.22725
H 5.50347 -4.88476 -0.83595
*
```

Q: Which of them is the most stable? A: x.

w | ORCA calculation (wB97M-V/def2-TZVPD) on a 3-piece molecular cluster, C4H12O3 overall.

The frontier orbital gap comes out at 9.60 eV. The SMILES is C/C=C/CO.O.O. The calculation puts the molar mass at 108.14 g mol⁻¹.

```
! RIJCOSX wB97M-V def2-TZVPD def2/J DEFGRID3
* xyz 0 1
C 1.11507 -2.09076 0.28908
C 0.47596 -0.71998 0.33194
C 0.28861 0.09794 1.36242
C 0.46718 1.58619 1.37455
O -0.31647 2.29032 0.36105
H 0.43396 -2.75114 -0.24789
H 1.39689 -2.43394 1.28111
H 2.04156 -1.98345 -0.27666
H 0.20736 -0.38268 -0.68256
H 0.32469 -0.33982 2.35708
H 0.25860 2.01157 2.35546
H 1.49235 1.79594 1.07851
H -0.24845 1.69159 -0.40193
O 0.79591 -1.87100 -4.78027
H -0.04998 -1.93010 -4.31762
H 0.91926 -0.93763 -4.56473
O -2.47247 0.79027 1.98883
H -3.09984 0.97129 1.27522
H -1.79651 1.42758 1.74359
*
```

x | ORCA calculation (wB97M-V/def2-TZVPD) on a 2-piece molecular cluster, C4H12O3 overall.

The frontier orbital gap comes out at 10.73 eV. The SMILES is OCCCCO.O. The calculation puts the molar mass at 108.14 g mol⁻¹.

```
! RIJCOSX wB97M-V def2-TZVPD def2/J DEFGRID3
* xyz 0 1
O 0.07191 -0.91830 2.82717
C 0.22396 -0.26744 1.51968
C -0.74276 0.84723 1.29647
C -1.07301 1.09112 -0.20642
C 0.10941 0.84152 -1.15667
O 1.27803 1.54718 -0.76210
H -0.25511 -0.23840 3.43152
H 1.26322 0.04010 1.45142
H 0.01349 -1.13469 0.88798
H -0.23655 1.76321 1.60813
H -1.69189 0.85263 1.82231
H -1.32136 2.13402 -0.40802
H -1.86167 0.40884 -0.51614
H -0.11242 1.17898 -2.17316
H 0.24299 -0.23504 -1.34682
H 1.99738 0.93827 -0.62256
O 0.33491 -2.93601 -2.74569
H 1.23459 -2.94892 -3.09520
H 0.52486 -2.96434 -1.81191
*
```

y | ORCA calculation (wB97M-V/def2-TZVPD) on a 2-piece molecular cluster, C4H12O3 overall.

The frontier orbital gap comes out at 10.68 eV. The SMILES is OCCCCO.O. The calculation puts the molar mass at 108.14 g mol⁻¹.

```
! RIJCOSX wB97M-V def2-TZVPD def2/J DEFGRID3
* xyz 0 1
O 0.00001 -2.15331 -0.97068
C -0.83336 -1.36614 -0.01601
C -0.91637 0.03767 -0.64766
C -0.67585 1.22356 0.34131
C 0.31634 1.36529 1.55906
O -0.15338 0.30363 2.40403
H -0.38753 -2.71484 -1.71102
H -1.90918 -1.66087 0.11947
H -0.13464 -1.38397 0.76323
H -0.28497 0.24785 -1.55965
H -1.98075 0.32447 -1.03422
H -1.63748 1.09007 0.79009
H -0.75789 2.08101 -0.25179
H 0.14002 2.40122 1.96223
H 1.34705 1.29520 1.39823
H 0.49441 -0.04532 3.12237
O 2.65153 0.00248 -1.98141
H 2.16582 -0.59628 -1.47175
H 2.55622 -0.45173 -2.81582
*
```

Q: Which of them is the most stable? A: x.

w | ORCA calculation (wB97M-V/def2-TZVPD) on a 2-piece molecular cluster, C4H12O3 overall.

The frontier orbital gap comes out at 10.94 eV. The SMILES is OCCCCO.O. The calculation puts the molar mass at 108.14 g mol⁻¹.

```
! RIJCOSX wB97M-V def2-TZVPD def2/J DEFGRID3
* xyz 0 1
O 0.02209 2.43575 1.45711
C 0.30810 1.14788 0.91500
C -0.83582 0.16626 1.17313
C -0.64688 -1.10300 0.31955
C -0.83919 -0.90180 -1.16920
O -2.13664 -0.36162 -1.48422
H 0.69771 3.04196 1.13382
H 0.54257 1.17293 -0.14449
H 1.14944 0.74406 1.48943
H -1.79659 0.58752 0.85738
H -0.98005 0.02764 2.23951
H -1.31778 -1.88143 0.67453
H 0.36631 -1.47419 0.50683
H -0.72567 -1.87180 -1.65840
H -0.10547 -0.30370 -1.72037
H -2.05444 0.53602 -1.19264
O 2.79651 -0.27869 -1.00410
H 2.06714 -0.90445 -0.94620
H 3.48867 -0.77934 -1.44667
*
```

x | ORCA calculation (wB97M-V/def2-TZVPD) on a 3-piece molecular cluster, C4H12O3 overall.

The frontier orbital gap comes out at 10.72 eV. The SMILES is CCCC=O.O.O. The calculation puts the molar mass at 108.14 g mol⁻¹.

```
! RIJCOSX wB97M-V def2-TZVPD def2/J DEFGRID3
* xyz 0 1
C 0.09682 -0.65601 -2.75855
C 0.51177 0.25894 -1.59901
C 0.23330 -0.35936 -0.21550
C 0.98121 0.41550 0.79209
O 0.53347 1.28814 1.50505
H 0.25408 -0.04778 -3.69790
H -0.97773 -0.58711 -2.81034
H 0.60353 -1.61379 -2.80626
H 0.09538 1.29516 -1.67741
H 1.57283 0.53150 -1.62964
H 0.41292 -1.46083 -0.28630
H -0.82812 -0.36278 0.03145
H 1.98195 0.08951 1.13786
O 3.53994 2.33773 -0.35809
H 2.65109 2.32564 0.03085
H 3.93168 1.48582 -0.12515
O -5.28750 -2.78330 2.64016
H -5.00962 -2.40124 1.80791
H -5.85947 -3.52439 2.35590
*
```

y | ORCA calculation (wB97M-V/def2-TZVPD) on a 2-piece molecular cluster, C4H12O3 overall.

The frontier orbital gap comes out at 10.56 eV. The SMILES is OCCCCO.O. The calculation puts the molar mass at 108.14 g mol⁻¹.

```
! RIJCOSX wB97M-V def2-TZVPD def2/J DEFGRID3
* xyz 0 1
O -0.33646 2.31433 0.26602
C -0.80215 0.99625 0.69801
C 0.47412 0.24736 1.06758
C 0.17047 -1.24928 1.01491
C 0.21495 -1.90064 -0.35748
O -0.62771 -1.51916 -1.49398
H -0.00538 2.74514 1.01934
H -1.49278 1.13554 1.58924
H -1.45176 0.61280 -0.09303
H 1.26860 0.51170 0.29647
H 0.78464 0.56561 2.09901
H -0.78918 -1.43993 1.55289
H 0.89428 -1.73323 1.71570
H -0.14092 -2.95570 -0.25917
H 1.25087 -1.93611 -0.76795
H -0.59692 -0.58574 -1.47825
O 0.50167 0.98400 -2.24674
H 0.25326 1.64026 -1.57358
H 0.43042 1.56679 -3.04899
*
```

Q: Which of them is the most stable? A: w.

w | ORCA calculation (wB97M-V/def2-TZVPD) on a 2-piece molecular cluster, C3H9N2P overall.

The frontier orbital gap comes out at 8.30 eV. The SMILES is CN(C)P.C#N. The calculation puts the molar mass at 104.09 g mol⁻¹.

```
! RIJCOSX wB97M-V def2-TZVPD def2/J DEFGRID3
* xyz 0 1
C 0.77422 0.18439 -1.24147
N 0.46326 0.02573 0.18674
C 0.91101 -1.15927 0.84265
P 0.15932 1.43458 1.20850
H 0.02609 -0.51921 -1.88565
H 0.54074 1.30947 -1.43501
H 1.77378 -0.12553 -1.48744
H 0.28290 -1.41275 1.68697
H 0.67969 -2.04192 0.19511
H 2.09198 -1.13861 1.05833
H -1.13521 1.41726 0.30213
H 1.55153 1.89029 0.49628
C -2.63923 0.17797 0.02406
N -1.84860 -0.66060 -0.03448
H -3.63146 0.61820 0.08327
*
```

x | ORCA calculation (wB97M-V/def2-TZVPD) on a 2-piece molecular cluster, C3H9N2P overall.

The frontier orbital gap comes out at 8.05 eV. The calculation puts the molar mass at 104.09 g mol⁻¹.

```
! RIJCOSX wB97M-V def2-TZVPD def2/J DEFGRID3
* xyz 0 1
C 0.51047 1.03856 -0.70153
C -0.69639 0.77325 -1.20311
C -1.16780 -0.55490 -1.65130
N -0.79830 0.38955 2.86902
N 0.04026 0.22620 2.07587
P 1.84431 -0.06461 2.81259
H 1.24917 0.18830 -0.35081
H 0.72005 2.00727 -0.48817
H -1.48195 1.48028 -1.33702
H -0.73588 -0.84089 -2.55248
H -2.23037 -0.67875 -1.75018
H -0.74469 -1.32200 -0.98523
H 0.06188 0.17511 1.05554
H 1.47114 -1.43987 3.10696
H 1.33661 0.46179 4.09426
*
```

Q: Which of them is the most stable? A: w.